{
  "formula": "C52H49NP2PdSb2",
  "method": "the ωB97M-V functional and the def2-TZVPD basis",
  "symbols": ["Pd", "C", "N", "P", "C", "C", "C", "C", "C", "C", "C", "C", "C", "C", "C", "C", "P", "C", "C", "C", "C", "C", "C", "C", "C", "C", "C", "C", "C", "H", "H", "H", "H", "H", "H", "H", "H", "H", "H", "H", "H", "H", "H", "H", "H", "H", "H", "H", "H", "H", "H", "H", "C", "C", "C", "Sb", "C", "C", "C", "C", "C", "C", "C", "C", "C", "C", "C", "C", "Sb", "C", "C", "C", "C", "C", "C", "C", "C", "C", "C", "C", "C", "H", "H", "H", "H", "H", "H", "H", "H", "H", "H", "H", "H", "H", "H", "H", "H", "H", "H", "H", "H", "H", "H", "H", "H", "H", "H"],
  "xyz": [[-0.326, -0.395, -0.053], [-4.629, -1.045, -0.185], [-3.213, -0.651, -0.122], [-2.116, -0.544, -1.392], [-2.416, -1.862, -2.543], [-1.920, -3.143, -2.294], [-2.256, -4.186, -3.137], [-3.078, -3.948, -4.234], [-3.551, -2.671, -4.497], [-3.213, -1.615, -3.663], [-2.368, 1.012, -2.214], [-3.440, 1.827, -1.854], [-3.672, 3.003, -2.552], [-2.835, 3.364, -3.597], [-1.765, 2.552, -3.958], [-1.532, 1.371, -3.274], [-2.151, -0.987, 1.134], [-2.384, -2.668, 1.680], [-1.607, -3.715, 1.180], [-1.855, -5.017, 1.579], [-2.879, -5.277, 2.480], [-3.657, -4.243, 2.980], [-3.413, -2.936, 2.590], [-2.456, 0.131, 2.479], [-2.887, 1.426, 2.180], [-2.949, 2.376, 3.184], [-2.560, 2.046, 4.476], [-2.120, 0.763, 4.773], [-2.053, -0.196, 3.776], [-5.086, -0.631, -1.082], [-5.150, -0.645, 0.684], [-4.730, -2.131, -0.207], [-1.263, -3.318, -1.457], [-1.871, -5.180, -2.950], [-3.341, -4.764, -4.893], [-4.180, -2.493, -5.358], [-3.574, -0.618, -3.881], [-4.085, 1.557, -1.029], [-4.506, 3.634, -2.279], [-3.022, 4.281, -4.141], [-1.121, 2.836, -4.780], [-0.712, 0.731, -3.577], [-0.803, -3.513, 0.487], [-1.247, -5.827, 1.198], [-3.070, -6.294, 2.798], [-4.452, -4.454, 3.683], [-4.019, -2.133, 2.991], [-3.172, 1.688, 1.168], [-3.290, 3.377, 2.958], [-2.597, 2.796, 5.255], [-1.822, 0.513, 5.782], [-1.704, -1.194, 4.011], [3.099, 0.192, -1.532], [2.479, 1.414, -0.853], [1.074, 1.731, -1.355], [-0.044, 3.326, -0.361], [1.314, 4.805, -1.019], [2.553, 5.067, -0.431], [3.385, 6.048, -0.949], [2.997, 6.774, -2.068], [1.776, 6.514, -2.670], [0.936, 5.541, -2.144], [0.696, 2.985, 1.608], [1.112, 4.040, 2.420], [1.531, 3.817, 3.727], [1.521, 2.536, 4.258], [1.074, 1.475, 3.482], [0.668, 1.717, 2.179], [2.048, -1.614, -1.048], [3.541, -2.990, -1.621], [4.083, -3.886, -0.705], [5.127, -4.718, -1.089], [5.627, -4.660, -2.382], [5.079, -3.774, -3.299], [4.035, -2.942, -2.923], [2.465, -1.505, 1.047], [3.674, -0.992, 1.529], [3.948, -0.986, 2.886], [3.021, -1.492, 3.795], [1.818, -1.998, 3.340], [1.546, -1.999, 1.972], [4.133, 0.037, -1.223], [3.102, 0.294, -2.620], [3.100, 2.295, -1.040], [2.481, 1.264, 0.230], [0.443, 0.805, -1.408], [1.100, 2.020, -2.410], [2.884, 4.498, 0.430], [4.340, 6.248, -0.481], [3.645, 7.543, -2.466], [1.473, 7.076, -3.544], [-0.027, 5.367, -2.614], [1.110, 5.055, 2.039], [1.871, 4.650, 4.329], [1.853, 2.365, 5.274], [1.035, 0.473, 3.888], [0.299, 0.847, 1.619], [3.707, -3.940, 0.310], [5.554, -5.409, -0.374], [6.441, -5.308, -2.676], [5.467, -3.730, -4.309], [3.616, -2.260, -3.655], [4.424, -0.619, 0.842], [4.894, -0.599, 3.243], [3.250, -1.500, 4.853], [1.101, -2.413, 4.037], [0.638, -2.473, 1.630]],
  "lowdin_charge": [0.373, -0.074, -0.451, 0.903, -0.329, -0.085, -0.044, -0.036, -0.043, -0.061, -0.388, -0.093, -0.051, -0.046, -0.054, -0.121, 0.900, -0.337, -0.111, -0.043, -0.037, -0.042, -0.079, -0.353, -0.084, -0.044, -0.035, -0.052, -0.086, 0.088, 0.095, 0.091, 0.062, 0.118, 0.122, 0.121, 0.113, 0.094, 0.120, 0.121, 0.121, 0.118, 0.065, 0.120, 0.122, 0.121, 0.115, 0.088, 0.120, 0.121, 0.121, 0.110, -0.360, -0.356, -0.423, 1.491, -0.417, -0.136, -0.069, -0.068, -0.077, -0.152, -0.406, -0.127, -0.061, -0.062, -0.081, -0.168, 1.474, -0.406, -0.125, -0.068, -0.064, -0.071, -0.137, -0.408, -0.106, -0.048, -0.071, -0.090, -0.170, 0.061, 0.064, 0.110, 0.074, -0.067, 0.066, 0.092, 0.111, 0.112, 0.109, 0.080, 0.102, 0.114, 0.112, 0.087, 0.034, 0.096, 0.112, 0.114, 0.113, 0.096, 0.104, 0.117, 0.117, 0.111, 0.037],
  "e_homo_ev": -12.70,
  "total_charge": 2,
  "e_tot_ha": -3356.25643,
  "fmax_ev_per_a": 0.9,
  "orbital_gap_ev": 5.753
}


{
  "formula": "C10H17ClGaINOPS",
  "method": "the ωB97M-V functional and the def2-TZVPD basis",
  "symbols": ["C", "I", "H", "H", "H", "Ga", "P", "C", "C", "H", "H", "H", "C", "H", "H", "H", "H", "H", "H", "C", "O", "Cl", "S", "C", "N", "C", "C", "C", "C", "H", "H", "H", "H", "H"],
  "xyz": [[2.338, -0.701, 0.425], [1.915, -0.292, -1.496], [2.284, -1.794, 0.447], [3.298, -0.372, 0.665], [1.590, -0.181, 1.015], [-1.985, -3.215, 0.485], [-0.040, 0.009, -3.263], [0.725, 0.309, -4.885], [-1.002, -1.531, -3.155], [-1.402, 1.248, -1.693], [-1.674, 1.794, -3.396], [-0.169, 2.289, -2.526], [-0.912, 1.483, -2.656], [-1.537, -1.592, -2.183], [-1.746, -1.571, -3.974], [-0.032, 0.214, -5.693], [1.521, -0.442, -5.046], [-0.309, -2.389, -3.256], [1.155, 1.330, -4.908], [5.371, -0.526, 0.503], [6.487, -0.374, 0.594], [-2.594, -1.085, 0.210], [-0.566, -2.176, 2.567], [-0.866, -0.677, 3.307], [-2.134, -0.141, 3.317], [-2.375, 1.196, 3.505], [-1.345, 2.016, 3.922], [-0.093, 1.456, 4.153], [0.119, 0.099, 3.942], [-2.950, -0.692, 3.055], [-3.371, 1.605, 3.330], [-1.500, 3.084, 4.077], [0.749, 2.034, 4.534], [1.052, -0.416, 4.079]],
  "lowdin_charge": [-0.514, 1.303, 0.038, -0.099, 0.012, 0.179, 0.738, -0.185, -0.224, 0.053, 0.093, 0.073, -0.219, -0.018, 0.094, 0.103, 0.079, 0.079, 0.085, 0.063, 0.118, -0.118, 0.492, -0.734, 0.056, -0.028, -0.046, -0.029, -0.080, 0.135, 0.144, 0.124, 0.128, 0.105],
  "e_homo_ev": [-13.32, -13.05],
  "total_charge": 2,
  "e_tot_ha": -3942.79061,
  "fmax_ev_per_a": 4.3,
  "orbital_gap_ev": [3.237, 2.587]
}


{
  "formula": "C25H33BF4N5O5PS5V",
  "method": "the ωB97M-V functional and the def2-TZVPD basis",
  "symbols": ["V", "C", "C", "O", "P", "S", "S", "O", "C", "C", "H", "H", "H", "H", "H", "H", "H", "H", "H", "H", "C", "C", "N", "C", "C", "C", "S", "N", "C", "O", "C", "C", "C", "C", "C", "C", "H", "H", "H", "H", "H", "H", "H", "H", "H", "H", "H", "H", "H", "H", "H", "F", "B", "F", "F", "F", "N", "C", "C", "C", "C", "C", "C", "S", "O", "O", "N", "C", "S", "C", "C", "N", "H", "H", "H", "H", "H", "H", "H", "H"],
  "xyz": [[0.162, 0.577, 0.115], [-2.727, -4.227, 3.096], [-2.098, -3.804, 1.780], [-1.566, -2.484, 1.874], [-2.489, -1.211, 1.472], [-1.079, 0.268, 1.916], [-3.523, -1.610, -0.146], [-3.580, -1.014, 2.630], [-3.410, -0.293, 3.854], [-3.796, 1.169, 3.682], [-3.061, -5.259, 3.032], [-3.581, -3.595, 3.323], [-2.000, -4.142, 3.899], [-2.838, -3.847, 0.970], [-1.254, -4.449, 1.519], [-2.378, -0.378, 4.203], [-4.090, -0.784, 4.557], [-3.040, 1.713, 3.117], [-3.905, 1.637, 4.657], [-4.744, 1.232, 3.153], [5.355, -2.761, -0.270], [4.925, -1.570, -1.122], [4.253, -0.554, -0.327], [4.996, 0.620, 0.076], [5.770, 0.426, 1.378], [2.985, -0.739, 0.026], [2.248, 0.337, 1.170], [2.381, -1.844, -0.420], [1.079, -1.982, -0.509], [0.298, -0.999, -0.317], [0.537, -3.308, -0.809], [1.283, -4.435, -0.461], [0.760, -5.693, -0.672], [-0.492, -5.834, -1.253], [-1.232, -4.717, -1.609], [-0.722, -3.449, -1.390], [5.736, -3.547, -0.916], [4.503, -3.145, 0.283], [6.130, -2.480, 0.437], [4.240, -1.914, -1.901], [5.797, -1.115, -1.593], [4.291, 1.448, 0.195], [5.685, 0.864, -0.737], [5.092, 0.145, 2.179], [6.250, 1.364, 1.646], [6.529, -0.347, 1.276], [2.252, -4.302, -0.007], [1.327, -6.565, -0.381], [-0.888, -6.823, -1.425], [-2.207, -4.828, -2.054], [-1.287, -2.573, -1.674], [-1.727, 0.732, -1.103], [-1.341, 0.754, -2.517], [-2.367, 0.324, -3.273], [-0.976, 2.054, -2.771], [-0.237, -0.088, -2.606], [-4.667, 5.717, -2.363], [-3.652, 5.215, -1.594], [-3.763, 3.952, -0.997], [-2.746, 3.467, -0.204], [-1.613, 4.239, -0.005], [-1.497, 5.506, -0.550], [-2.512, 5.992, -1.345], [-0.256, 3.587, 0.920], [0.790, 4.564, 1.033], [-0.727, 2.977, 2.130], [0.342, 2.338, 0.002], [1.100, 2.602, -1.059], [1.312, 4.152, -1.815], [2.267, 3.367, -3.026], [2.368, 2.039, -2.767], [1.740, 1.624, -1.643], [-5.319, 5.061, -2.758], [-4.435, 6.504, -2.946], [-4.643, 3.355, -1.184], [-2.821, 2.494, 0.260], [-0.609, 6.081, -0.340], [-2.439, 6.974, -1.786], [2.685, 3.931, -3.836], [2.863, 1.305, -3.377]],
  "lowdin_charge": [0.584, -0.065, -0.318, -0.355, 0.061, 0.601, 0.389, -0.359, -0.308, -0.079, 0.076, 0.069, 0.079, 0.060, 0.112, 0.093, 0.121, 0.032, 0.080, 0.084, -0.060, -0.187, -0.103, -0.241, -0.063, -0.629, 0.855, 0.157, -0.332, -0.208, -0.125, -0.015, -0.075, -0.071, -0.061, -0.014, 0.079, 0.060, 0.064, 0.121, 0.122, 0.085, 0.123, 0.066, 0.081, 0.066, 0.105, 0.105, 0.105, 0.113, 0.090, -0.024, -1.329, 0.199, 0.161, 0.131, 0.114, -0.308, 0.003, -0.040, -0.297, -0.084, -0.018, 0.619, -0.298, -0.362, -0.313, -0.730, 1.126, -0.353, -0.216, 0.029, 0.100, 0.095, 0.121, 0.110, 0.106, 0.112, 0.062, 0.114],
  "e_homo_ev": [-8.31, -8.33],
  "e_tot_ha": -5323.39996,
  "s_squared": 0.767,
  "fmax_ev_per_a": 5.0,
  "multiplicity": 2,
  "orbital_gap_ev": [6.674, 7.022]
}


{
  "formula": "C3H7O2S",
  "method": "the ωB97M-V functional and the def2-TZVPD basis",
  "symbols": ["O", "C", "C", "C", "S", "H", "H", "H", "H", "H", "H", "H", "O"],
  "xyz": [[-0.523, -2.978, 0.597], [0.010, -1.875, 0.530], [0.533, -1.301, -0.835], [0.191, 0.150, -1.195], [0.943, 1.307, 0.010], [-0.073, -1.400, 1.459], [0.166, -1.975, -1.671], [1.544, -1.504, -0.899], [-1.003, 0.059, -0.931], [0.293, 0.474, -2.313], [-1.472, 3.259, 0.318], [-0.995, 1.965, 0.762], [-1.721, 2.524, 0.916]],
  "lowdin_charge": [-0.027, -0.231, -0.311, -0.743, 0.222, 0.083, 0.112, 0.052, 0.089, 0.066, 0.023, -0.183, -0.152],
  "e_homo_ev": -3.11,
  "total_charge": -1,
  "e_tot_ha": -667.17371,
  "fmax_ev_per_a": 3.4,
  "orbital_gap_ev": 7.119
}


- What is the formula in the fourth record?
  C3H7O2S